(1)
Entry from the Open Molecules 2025 dataset: the molecule C3H4FN in a non-equilibrium geometry (ωB97M-V with the def2-TZVPD basis set).

```
! RIJCOSX wB97M-V def2-TZVPD def2/J DEFGRID3
* xyz 0 1
C -0.88474 -0.57016 -0.39305
C 0.44446 0.18978 -0.10609
C 0.63463 1.16969 0.80784
H -1.82167 -0.21572 -0.44298
H -0.47776 -0.96787 -1.48655
H 1.11637 -0.72603 0.58623
H 1.17377 0.54020 -1.01155
N 0.85128 2.07985 1.50366
F -1.03634 -1.49975 0.54248
*
```

Summary:
**SMILES string**: N#CCCF
**HOMO level**: -11.116 eV
**M**: 73.070 g mol⁻¹
**Orbital gap**: 11.63 eV

These are the Löwdin partial charges, in e, on atoms 1 to 5: -0.24, -0.19, -0.35, 0.08, 0.16



(2)
Entry from the Open Molecules 2025 dataset: the molecule CH5OPS in a non-equilibrium geometry (ωB97M-V with the def2-TZVPD basis set).

```
! RIJCOSX wB97M-V def2-TZVPD def2/J DEFGRID3
* xyz 0 1
C 0.95739 -0.63898 0.06246
O -0.65332 1.29395 -0.93707
P -0.59477 0.41139 0.38148
S -2.22756 -0.54084 0.86332
H 1.75037 -0.45446 0.71648
H 0.60023 -1.68468 0.29795
H 1.24182 -0.52806 -1.05509
H -0.88654 0.67352 -1.55235
H -0.18760 1.46815 1.22282
*
```

Summary:
**SMILES string**: C[P@@H](O)=S
**HOMO level**: -9.073 eV
**M**: 96.091 g mol⁻¹
**Orbital gap**: 9.88 eV

These are the Löwdin partial charges, in e, on atoms 1 to 5: -0.22, -0.26, 0.20, 0.16, 0.00



(3)
Entry from the Open Molecules 2025 dataset: a 12-piece molecular cluster, C7H38NO11 overall in a non-equilibrium geometry (ωB97M-V with the def2-TZVPD basis set).

```
! RIJCOSX wB97M-V def2-TZVPD def2/J DEFGRID3
* xyz 1 1
C 0.81638 -1.41701 -2.12382
C 1.73512 -0.97818 -0.98048
C 1.00166 -0.96520 0.42521
C 0.69433 0.57546 2.26533
C 0.90751 0.45422 0.95065
C 0.69768 1.59121 0.00097
C 0.76117 1.92007 2.93222
N -0.15662 -0.31771 -2.33506
H 1.32177 -1.58084 -3.12317
H 0.13478 -2.22619 -1.75402
H 2.18369 0.00577 -1.15520
H 2.58309 -1.66160 -0.96004
H 1.58756 -1.66816 1.05662
H 0.03502 -1.42892 0.54758
H 0.59217 -0.29021 2.91057
H 0.88856 2.55701 0.47947
H -0.33838 1.53045 -0.26794
H 1.16056 1.56123 -0.98466
H 0.27821 2.76619 2.49407
H 0.43650 1.86147 3.95128
H 1.78006 2.37795 2.84983
H -0.77235 -0.28091 -3.15173
H 0.20784 0.65984 -2.28640
H -0.92658 -0.43065 -1.62863
H 1.48972 1.84524 -4.07846
H 2.83080 1.57084 -3.21011
O 1.95015 1.22420 -3.51572
H -2.79615 1.45700 0.85877
H -3.11569 3.01150 0.99999
O -2.95128 2.29589 0.38510
H -1.83208 2.25575 -2.95490
H -0.84037 3.48155 -3.48346
O -0.90073 2.64038 -3.03486
H -2.56259 -4.00449 -0.29657
H -1.64610 -3.18652 0.47058
O -1.97308 -3.26347 -0.46628
H -2.66597 -1.59078 -0.94217
H -3.42819 -0.36506 -1.49200
O -2.68328 -0.62480 -0.93833
H 3.07020 -0.82760 2.18447
H 4.29669 -1.52050 2.11950
O 3.78864 -0.93955 1.52884
H -2.94737 -0.02653 0.70339
H -3.56343 0.03563 2.15141
O -2.72139 0.00881 1.66585
H 4.09868 -0.08615 -0.50745
H 4.89451 0.50846 0.57061
O 4.93019 0.39231 -0.39977
H -3.32959 1.88788 -1.36291
H -3.86448 2.42026 -2.62125
O -3.29485 1.70370 -2.32767
H -1.25002 -1.17539 4.24235
H -1.57466 -0.94471 2.69054
O -1.20091 -1.54640 3.35354
H 0.23568 -3.12160 2.67466
H 1.07714 -4.45675 2.71129
O 0.87011 -3.67440 2.20836
*
```

Summary:
**HOMO level**: -11.167 eV
**M**: 312.377 g mol⁻¹
**Orbital gap**: 8.58 eV

These are the Löwdin partial charges, in e, on atoms 1 to 5: -0.13, -0.15, -0.14, -0.13, -0.29



(4)
Entry from the Open Molecules 2025 dataset: a 2-piece molecular cluster, H6N2 overall in a non-equilibrium geometry (ωB97M-V with the def2-TZVPD basis set).

```
! RIJCOSX wB97M-V def2-TZVPD def2/J DEFGRID3
* xyz 0 1
H -0.43196 -0.08423 -1.25036
H -1.09463 1.32731 -1.09001
H -0.18761 0.86460 -2.36152
H 0.52360 0.08340 0.99422
H 0.87301 -0.89585 2.34241
H 0.25679 -1.49892 1.07943
N -0.20381 0.87337 -1.34480
N 0.26461 -0.66967 1.63064
*
```

Summary:
**SMILES string**: N.N
**HOMO level**: -9.853 eV
**M**: 34.062 g mol⁻¹
**Orbital gap**: 10.92 eV

These are the Löwdin partial charges, in e, on atoms 1 to 5: -0.02, 0.03, 0.01, -0.01, -0.03



(5)
Entry from the Open Molecules 2025 dataset: C13H20N4O2PPdS as an isolated structure in a non-equilibrium geometry (ωB97M-V with the def2-TZVPD basis set).

```
! RIJCOSX wB97M-V def2-TZVPD def2/J DEFGRID3
* xyz 1 1
Pd -1.13399 -0.20144 -0.67600
O 0.75631 -1.14294 -1.14610
C 1.76661 -1.16294 -0.35960
C 3.06161 -1.07164 -0.93870
C 4.19451 -1.00464 -0.17530
C 4.10521 -1.05514 1.21600
C 2.87601 -1.22294 1.81560
C 1.69251 -1.28364 1.07110
C 0.42381 -1.49204 1.73320
N -0.79239 -1.28014 1.23580
C -1.69499 -1.61414 2.19860
C -1.02519 -2.03514 3.30800
N 0.30001 -1.95734 3.00230
H 3.10751 -1.01154 -2.01500
H 5.15921 -0.89944 -0.64880
H 4.99251 -0.96964 1.82330
H 2.83401 -1.26134 2.89560
H -2.75309 -1.52724 2.02490
H -1.37919 -2.36814 4.25950
H 1.06641 -2.23504 3.59250
C -0.97669 4.29836 -1.16000
P -0.88149 2.53866 -0.72420
C -2.18389 2.25086 0.53890
C 0.71861 2.26806 0.12770
O -1.04899 1.68556 -1.94580
H -0.94489 4.93226 -0.28000
H -1.90979 4.45986 -1.69510
H -0.14929 4.55086 -1.81850
H -2.16979 3.03676 1.28840
H -2.03399 1.28016 1.03940
H -3.14939 2.25316 0.03090
H 0.81031 2.92206 0.98960
H 1.52321 2.47736 -0.57600
H 0.80501 1.22866 0.46170
N -1.88739 -2.76414 -2.13440
C -2.25919 -1.48364 -2.29290
N -1.83919 -0.81784 -3.37980
S -3.47919 -0.84124 -1.26240
H -1.11309 -3.15634 -2.64960
H -2.28829 -3.31554 -1.39270
H -1.06879 -1.18144 -3.92340
H -2.03109 0.17396 -3.45880
*
```

Summary:
**HOMO level (spin up / spin down)**: -10.535 / -10.564 eV
**M**: 433.790 g mol⁻¹
**Orbital gap (spin up / spin down)**: 5.45 / 5.54 eV

These are the Löwdin partial charges, in e, on atoms 1 to 5: 0.77, -0.13, -0.39, -0.01, -0.07



(6)
Entry from the Open Molecules 2025 dataset: a 2-piece molecular cluster, CH3IO2 overall in a non-equilibrium geometry (ωB97M-V with the def2-TZVPD basis set).

```
! RIJCOSX wB97M-V def2-TZVPD def2/J DEFGRID3
* xyz 0 1
C 1.13107 -0.06009 -0.22210
O 0.73979 1.02743 0.08836
O -1.12702 -1.27461 0.41146
I -2.05029 0.11380 -0.17574
H 0.86462 -0.36025 -1.19508
H 1.85756 -0.56670 0.30301
H -1.41573 1.12041 0.79009
*
```

Summary:
**HOMO level**: -8.913 eV
**M**: 173.937 g mol⁻¹
**Orbital gap**: 8.90 eV

These are the Löwdin partial charges, in e, on atoms 1 to 5: -0.19, -0.12, -1.00, 1.38, 0.06